No. 1
This record from the OMol25 dataset describes C19H19Cl2O2S5W as an isolated structure at a distorted geometry. The level of theory is ωB97M-V with the def2-TZVPD basis set.

Calculated values
Net charge ... +1
HOMO level (spin up / spin down) ... -10.0 / -10.0 eV
Kohn-Sham gap (spin up / spin down) ... 6.03 / 6.07 eV
Lowest unoccupied orbital energy (spin up / spin down) ... -3.933 / -3.898 eV

CARTESIAN COORDINATES (ANGSTROEM)
1 W 0.418 -0.162 0.322
2 C 1.761 -2.943 -1.447
3 C 2.881 -2.037 -0.956
4 S 2.611 -1.226 0.644
5 C 2.419 -2.622 1.799
6 C 1.065 -3.308 1.821
7 S -0.322 -2.122 1.736
8 C -1.484 -3.046 0.714
9 C -0.953 -3.440 -0.660
10 S 0.103 -2.170 -1.406
11 H 1.708 -3.863 -0.871
12 H 1.958 -3.216 -2.483
13 H 3.040 -1.202 -1.634
14 H 3.809 -2.606 -0.897
15 H 2.640 -2.176 2.769
16 H 3.213 -3.335 1.575
17 H 0.938 -3.846 2.759
18 H 0.960 -4.022 1.010
19 H -2.343 -2.380 0.630
20 H -1.794 -3.929 1.274
21 H -1.789 -3.571 -1.345
22 H -0.398 -4.376 -0.649
23 S -0.462 0.637 2.424
24 C -0.014 2.298 2.661
25 C -0.550 3.032 3.726
26 C -0.168 4.343 3.909
27 C 0.762 4.936 3.046
28 C 1.295 4.215 1.999
29 C 0.892 2.889 1.797
30 S 1.547 1.936 0.503
31 H -1.266 2.565 4.393
32 H -0.590 4.915 4.726
33 H 1.063 5.964 3.197
34 H 2.018 4.665 1.329
35 Cl -3.297 2.987 -5.298
36 C -2.686 2.146 -3.915
37 C -3.595 1.594 -2.992
38 C -3.150 0.936 -1.879
39 Cl -4.280 0.261 -0.759
40 C -1.767 0.803 -1.605
41 O -1.403 0.271 -0.477
42 C -0.878 1.305 -2.578
43 C 0.509 1.036 -2.535
44 O 1.120 0.324 -1.708
45 C -1.352 1.998 -3.719
46 H -4.658 1.696 -3.165
47 H 1.114 1.454 -3.346
48 H -0.645 2.390 -4.441



No. 2
This record from the OMol25 dataset describes a 2-piece molecular cluster, CH6N2O3P overall at a distorted geometry. The level of theory is ωB97M-V with the def2-TZVPD basis set.

Calculated values
Net charge ... +1
HOMO level (spin up / spin down) ... -14.2 / -13.3 eV
Kohn-Sham gap (spin up / spin down) ... 8.07 / 5.63 eV
Lowest unoccupied orbital energy (spin up / spin down) ... -6.088 / -7.650 eV

CARTESIAN COORDINATES (ANGSTROEM)
1 C 0.785 1.962 0.341
2 N -3.212 -0.310 -0.081
3 N 0.954 -1.695 0.769
4 O -3.024 -0.828 -1.054
5 O -0.750 -1.208 -1.113
6 O 0.651 0.673 -0.308
7 P -0.249 -0.629 0.289
8 H -0.036 2.658 -0.126
9 H 1.665 2.406 -0.024
10 H 0.792 1.819 1.331
11 H 0.946 -2.620 0.351
12 H 1.681 -1.430 1.444
13 H -0.203 -0.797 -1.819



No. 3
This record from the OMol25 dataset describes a 2-piece molecular cluster, CH5N2P overall. The level of theory is ωB97M-V with the def2-TZVPD basis set.

Calculated values
HOMO level ... -9.0 eV
Structure (SMILES) ... [H]/N=P/[H].C=N
Kohn-Sham gap ... 8.95 eV
Lowest unoccupied orbital energy ... -0.008 eV

CARTESIAN COORDINATES (ANGSTROEM)
1 C 0.318 1.466 -1.062
2 N -0.099 1.223 0.091
3 N 0.190 -2.230 2.333
4 P 1.220 -1.696 1.302
5 H 1.028 -0.324 1.584
6 H -0.240 1.344 -1.995
7 H 1.326 1.845 -1.161
8 H 0.095 -3.243 2.380
9 H -1.056 0.876 0.150



No. 4
This record from the OMol25 dataset describes C30H44N2O3OsP2 as an isolated structure at a distorted geometry. The level of theory is ωB97M-V with the def2-TZVPD basis set.

Calculated values
HOMO level (spin up / spin down) ... -4.8 / -7.5 eV
2S+1 ... 5
Kohn-Sham gap (spin up / spin down) ... 5.34 / 6.68 eV
Lowest unoccupied orbital energy (spin up / spin down) ... 0.560 / -0.822 eV

CARTESIAN COORDINATES (ANGSTROEM)
1 Os -0.427 -0.382 -1.374
2 P 1.806 -0.674 -1.784
3 P -2.774 -0.336 -1.113
4 N -0.791 0.146 -3.116
5 H 0.350 0.927 -1.390
6 C 2.282 -2.134 -2.793
7 H 3.368 -2.292 -2.740
8 H 2.005 -1.977 -3.844
9 H 1.775 -3.032 -2.425
10 C 2.893 -0.784 -0.317
11 H 3.955 -0.816 -0.596
12 H 2.633 -1.705 0.214
13 H 2.721 0.077 0.347
14 C 2.598 0.703 -2.725
15 H 3.689 0.549 -2.739
16 H 2.353 1.636 -2.195
17 H 2.207 0.743 -3.755
18 C -3.650 -1.595 -2.084
19 H -4.735 -1.464 -1.990
20 H -3.341 -2.581 -1.715
21 H -3.351 -1.496 -3.132
22 C -3.427 -0.516 0.569
23 H -4.521 -0.429 0.554
24 H -3.012 0.264 1.218
25 H -3.146 -1.500 0.962
26 C -3.429 1.255 -1.717
27 H -4.517 1.291 -1.575
28 H -3.194 1.357 -2.784
29 H -2.958 2.074 -1.159
30 C -0.710 1.072 -4.061
31 C -0.577 1.549 -6.447
32 C -0.647 0.633 -5.420
33 C -0.638 2.483 -3.792
34 C -0.569 3.385 -4.845
35 C -0.541 2.928 -6.171
36 H -0.553 1.185 -7.473
37 H -0.653 -0.449 -5.557
38 H -0.622 2.804 -2.748
39 H -0.536 4.456 -4.634
40 H -0.490 3.642 -6.997
41 C -0.987 -3.992 -0.261
42 O -1.470 -3.433 -1.260
43 C 0.139 -4.988 -0.407
44 H 0.582 -5.226 0.559
45 H 0.903 -4.552 -1.059
46 H -0.251 -5.898 -0.879
47 C -1.424 -3.637 1.145
48 H -2.517 -3.694 1.200
49 H -1.080 -2.613 1.335
50 H -0.988 -4.294 1.909
51 C 4.281 2.023 3.112
52 C 3.421 0.790 3.229
53 C 4.006 -0.455 3.005
54 C 3.250 -1.624 3.035
55 C 1.879 -1.541 3.243
56 C 1.270 -0.296 3.472
57 N -0.112 -0.343 3.688
58 C -1.097 0.601 3.398
59 C -2.186 0.777 4.267
60 C -3.049 1.852 4.079
61 C -2.808 2.796 3.072
62 C -1.783 2.581 2.149
63 C -1.020 1.419 2.257
64 C -0.045 1.039 1.185
65 O 0.959 1.723 0.965
66 O -0.343 -0.102 0.588
67 C 2.059 0.878 3.565
68 C 1.502 2.195 3.996
69 H 3.855 2.764 2.423
70 H 4.428 2.513 4.083
71 H 5.271 1.747 2.732
72 H 5.078 -0.492 2.794
73 H 3.720 -2.594 2.874
74 H 1.244 -2.431 3.206
75 H -0.455 -1.186 4.130
76 H -2.312 0.085 5.106
77 H -3.907 1.978 4.745
78 H -3.424 3.694 2.983
79 H -1.530 3.291 1.358
80 H 1.230 2.807 3.125
81 H 0.624 2.088 4.639
82 H 2.258 2.753 4.561